14
Properties=species:S:1:pos:R:3:forces:R:3 method="wB97M-V/def2-TZVPD" largest_force_ev_per_a=2.46 charge=+1 e_tot_ha=-266.1209 lumo_ev=-3.1642 relative_energy_ev=0.837
C 2.241583 0.598969 0.732483 -0.162 -1.252 0.067
N 0.881939 1.145971 0.559442 -1.306 1.956 0.727
H 2.925316 0.885263 -0.057406 -0.142 0.364 0.000
H 2.625966 0.800635 1.726374 -0.009 0.433 -0.073
H 2.104294 -0.483680 0.685328 0.175 0.071 -0.072
H 0.253229 0.993223 1.353205 0.227 -1.200 0.143
H 0.284843 0.821323 -0.223480 0.469 -0.352 0.208
H 0.759206 2.165790 0.603885 1.039 0.148 -0.753
C -2.147528 -0.664214 -0.513228 0.661 0.338 0.038
N -1.870534 -1.791659 -1.187638 -1.170 0.487 -0.424
O -1.324127 0.018199 0.092674 0.077 -0.323 -0.158
H -3.183453 -0.312645 -0.522658 -0.195 -0.474 -0.145
H -2.605330 -2.069002 -1.824795 0.143 -0.366 0.135
H -0.945404 -2.108173 -1.424187 0.193 0.170 0.306



17
Properties=species:S:1:pos:R:3:forces:R:3 method="wB97M-V/def2-TZVPD" largest_force_ev_per_a=2.58 e_tot_ha=-401.0756 lumo_ev=0.9163 smiles="CO[C@@]1(C)CC=NO1" relative_energy_ev=2.752
C 0.811670 1.901355 -0.170850 0.092 -1.203 0.005
C 0.272066 -0.408146 -0.136249 1.736 -0.983 0.353
C 1.062145 -1.710264 -0.325657 -0.571 0.242 -0.729
C -0.816542 -0.383506 0.962078 0.802 -0.443 0.107
C -1.974157 0.116963 0.195699 0.102 0.195 1.451
H -0.213379 1.934073 0.277356 1.025 0.938 -0.298
H 0.788099 2.106538 -1.250073 -0.392 -0.311 0.216
H 1.586168 2.564907 0.204336 -0.429 0.130 0.628
H 1.635206 -1.935534 0.558381 0.080 -0.232 0.313
H 1.751173 -1.608542 -1.178258 -0.188 0.261 0.375
H 0.375841 -2.505919 -0.616791 -0.007 -0.155 0.401
H -1.013523 -1.385556 1.339028 0.085 -0.062 0.184
H -0.484121 0.257669 1.782929 -0.207 -0.096 0.002
H -2.931899 0.413350 0.620642 0.154 -0.092 -0.356
N -1.720005 0.260030 -1.015079 -0.666 0.353 -2.472
O 1.297994 0.548703 0.093353 -0.938 1.023 -0.632
O -0.426730 -0.166113 -1.340845 -0.676 0.434 0.454



77
Properties=species:S:1:pos:R:3:forces:R:3 method="wB97M-V/def2-TZVPD" largest_force_ev_per_a=3.17 charge=+2 e_tot_ha=-1960.7610 lumo_ev=-11.5420
In 5.060770 -17.545530 -13.583580 -0.015 0.065 0.055
N 7.646350 -21.783580 -15.865770 0.999 -1.040 -1.961
O 7.965660 -20.699240 -16.340810 0.449 0.127 -0.183
O 8.129380 -22.838360 -16.335930 -0.430 1.332 0.689
O 6.818890 -21.811520 -15.001470 -1.089 -0.334 1.496
C 4.281290 -10.488170 -12.128290 -0.636 0.265 0.179
C 4.630320 -10.939540 -13.497900 0.660 -1.418 0.692
O 4.597050 -12.138630 -13.787880 -0.091 0.282 -0.132
N 5.022010 -10.006550 -14.333760 0.546 1.124 -0.988
C 5.483890 -10.277460 -15.666040 0.084 0.320 -0.903
H 4.645070 -11.239090 -11.426960 -0.436 0.151 0.066
H 3.196440 -10.423210 -12.211870 -0.232 -0.294 0.796
H 4.608450 -9.487220 -11.846900 0.289 -0.096 -0.160
H 5.018240 -9.034610 -14.059150 -0.055 -0.311 0.175
H 6.003090 -11.229000 -15.780460 -0.091 0.037 0.446
H 6.165080 -9.470530 -15.936100 0.035 -0.108 -0.119
H 4.663170 -10.267010 -16.383260 -0.066 -0.046 -0.048
C 5.976170 -14.772120 -6.979180 0.967 -0.735 0.371
C 6.900480 -14.504330 -8.147930 -1.450 1.888 -0.630
O 6.867710 -15.169310 -9.162550 0.321 -0.989 -0.429
N 7.593160 -13.328850 -8.122830 0.754 0.346 0.700
C 8.396950 -12.822030 -9.232020 -1.160 -0.689 -0.159
H 6.650800 -15.275770 -6.286860 -0.224 -0.122 0.538
H 5.214670 -15.502440 -7.252740 0.073 0.266 -0.139
H 5.549670 -13.912130 -6.462820 0.137 0.075 -0.320
H 7.566340 -12.739990 -7.302700 -0.203 -0.302 0.035
H 9.396160 -12.512710 -8.925430 -0.107 -0.177 -0.066
H 7.847670 -12.002620 -9.695670 0.237 0.340 0.043
H 8.359940 -13.624330 -9.968930 0.626 0.067 -0.014
C 11.261680 -13.594130 -16.488260 -0.198 -0.769 -0.043
C 10.626940 -14.994700 -16.199070 -0.754 2.607 1.391
O 9.605850 -15.075790 -15.499220 0.212 0.178 -0.647
N 11.196720 -16.118670 -16.598030 1.006 -0.703 -1.053
C 12.414270 -16.312720 -17.405030 -0.812 -0.463 0.301
H 11.011440 -13.187700 -17.468210 -0.047 -0.516 -0.293
H 12.349030 -13.633170 -16.423100 -0.020 0.002 0.072
H 10.864640 -12.835350 -15.813940 0.056 -0.478 0.341
H 10.562520 -16.887860 -16.436030 0.385 -0.308 0.031
H 13.323780 -16.182760 -16.818520 -0.084 0.222 0.075
H 12.425860 -15.672320 -18.286990 0.014 -0.013 0.074
H 12.374530 -17.360310 -17.703510 0.205 0.166 -0.248
C -0.920550 -21.683150 -14.667090 0.667 -0.793 0.118
C 0.282870 -22.059700 -13.769500 -0.739 0.124 -0.262
O 1.047090 -21.170840 -13.435590 0.479 -0.339 0.363
N 0.390910 -23.364750 -13.340140 -0.299 0.656 -0.136
C 1.420040 -23.871890 -12.441620 0.075 0.398 -0.317
H -0.684720 -20.770740 -15.214810 -0.019 -0.059 0.279
H -1.804990 -21.551860 -14.043700 0.063 0.085 0.006
H -1.126940 -22.467890 -15.394890 -0.089 -0.077 0.028
H -0.186870 -24.046730 -13.810450 -0.026 0.132 0.106
H 2.256070 -24.230290 -13.042220 0.180 -0.176 0.177
H 1.029270 -24.677990 -11.820650 -0.084 0.009 -0.203
H 1.783570 -23.078920 -11.788060 -0.135 0.077 -0.169
C 6.094040 -21.565810 -7.173090 0.386 -0.716 0.712
C 6.283020 -21.858020 -8.656480 -1.242 2.918 0.075
O 5.621670 -21.126150 -9.431930 0.743 -1.441 0.316
N 7.240920 -22.668170 -9.111290 -0.820 -0.095 -0.965
C 8.175780 -23.422820 -8.378980 1.527 -0.359 1.330
H 5.072070 -21.315820 -6.888150 -0.070 -0.190 -0.607
H 6.673810 -20.701480 -6.849210 0.243 0.121 -0.489
H 6.420150 -22.365490 -6.508050 -0.013 -0.236 -0.151
H 7.278400 -22.767720 -10.115680 -0.179 0.225 0.029
H 7.792850 -24.327540 -7.906810 -0.208 -0.195 -0.325
H 8.607090 -22.849550 -7.558350 -0.110 0.234 0.072
H 9.036160 -23.647140 -9.009470 -0.240 -0.257 -0.070
C 3.673410 -21.279250 -19.731080 -0.403 -0.545 -0.678
C 2.887940 -20.042100 -19.402210 1.106 -0.007 2.656
O 2.940310 -19.577340 -18.233310 -0.324 -0.265 -1.676
N 2.125590 -19.572660 -20.359430 -0.304 0.426 -1.223
C 1.236490 -18.450580 -20.228260 -0.278 0.376 -0.133
H 3.096450 -21.767520 -20.516460 0.056 -0.440 0.046
H 3.703800 -21.929010 -18.856450 0.243 0.153 -0.141
H 4.653190 -21.115820 -20.179890 0.088 0.305 0.447
H 2.230250 -19.935610 -21.296130 0.098 -0.216 0.300
H 0.770400 -18.298360 -21.201750 -0.174 -0.045 0.189
H 1.766870 -17.528130 -19.991850 -0.029 -0.090 0.277
H 0.484630 -18.695660 -19.478090 -0.021 0.347 -0.013



120
Properties=species:S:1:pos:R:3:forces:R:3 method="wB97M-V/def2-TZVPD" largest_force_ev_per_a=1.43 charge=+1 e_tot_ha=-2868.1077 lumo_ev=-2.0461
C -4.143685 -3.239196 3.626892 1.137 -0.072 -0.869
C -3.145949 -3.348267 2.951630 -1.030 0.060 0.666
C -1.954596 -3.468224 2.107838 -0.206 -0.033 0.285
C -1.355150 -2.079895 1.766981 0.185 -0.324 -0.085
C -1.051006 -1.926564 0.274083 -0.005 0.076 0.288
N -1.425745 -0.619130 -0.407577 0.545 -0.454 -0.196
B -2.981338 -0.403190 -0.469552 -0.182 0.216 0.436
C -3.982457 -1.521710 -0.089133 -0.015 -0.043 -0.392
O -3.322262 0.869250 -0.798107 0.710 -0.232 -0.511
C -1.031430 -0.835069 -1.915846 0.420 -0.145 -0.693
O -2.033983 -1.536120 -2.575715 -0.028 0.133 0.290
C -1.762446 -2.923541 -2.810709 -0.328 -0.303 -0.170
C -0.976838 -3.163459 -4.082979 0.246 -0.225 0.166
N 0.453114 -3.045103 -3.798064 -0.031 0.143 -0.221
C 0.992616 -4.155954 -3.022429 0.103 -0.228 -0.066
C 2.486009 -4.021634 -2.674267 -0.043 0.029 0.430
C 3.175274 -2.787229 -3.219996 0.001 -0.027 -0.316
O 2.512475 -4.001107 -1.234971 -0.009 0.213 -0.050
C -0.825308 0.527301 -2.515089 -0.620 0.388 0.100
B 0.150403 0.658247 -3.761876 -0.026 0.165 0.104
O 1.390553 0.065107 -3.669867 -0.136 -0.089 0.222
N -0.269710 1.467143 -4.859520 0.570 -1.252 -0.402
C -1.549636 1.101906 -5.496343 -0.353 0.873 0.319
C 0.764329 1.807718 -5.841354 -0.295 0.137 -0.135
C -0.505870 1.472457 -1.330311 -0.286 -0.619 -0.729
C -0.602409 0.607757 -0.055323 0.520 1.083 0.264
C 0.815460 0.283537 0.488373 -0.349 -0.513 0.031
C 1.853548 -0.248384 -0.496887 0.319 0.224 0.186
C 3.236169 -0.350483 0.150838 -0.061 -0.184 -0.272
C 3.313213 -1.419106 1.242201 0.398 0.184 0.098
O 4.577551 -2.045104 1.287035 -0.043 -0.164 -0.041
C 5.611806 -1.246221 1.829805 0.222 0.123 0.047
C -1.277661 1.435768 1.048133 0.113 -0.310 -0.455
O -1.933688 0.949961 1.917912 -0.775 -0.331 0.181
N -1.071504 2.839683 0.948645 0.189 0.079 0.579
C -2.079638 3.584245 1.626220 0.117 -0.024 -0.229
O -3.015857 4.062717 1.103724 -0.226 -0.155 0.321
F -1.814749 3.714337 2.922596 -0.029 0.157 0.121
H -5.037439 -3.146135 4.188075 -0.118 0.005 0.168
H -1.232077 -4.087332 2.642560 0.107 -0.002 -0.129
H -2.245012 -4.023856 1.212265 0.102 0.033 -0.056
H -2.032687 -1.317149 2.115784 -0.063 0.243 0.029
H -0.427667 -1.981003 2.331823 -0.048 0.201 0.042
H 0.003598 -2.095946 0.074141 0.020 0.000 -0.035
H -1.593406 -2.693799 -0.266871 -0.117 0.137 -0.026
H -4.990970 -1.218936 -0.372883 -0.019 -0.009 0.086
H -3.977843 -1.696405 0.991136 -0.028 -0.002 0.000
H -3.775354 -2.472874 -0.582165 0.027 -0.052 0.100
H -3.922747 0.954670 -1.545593 -0.521 0.132 0.368
H -0.102677 -1.409265 -1.937425 -0.060 -0.011 0.289
H -2.720478 -3.443442 -2.838330 -0.095 0.220 -0.070
H -1.201087 -3.339744 -1.976983 -0.073 -0.008 -0.026
H -1.254240 -4.153584 -4.475994 0.059 -0.017 0.019
H -1.243580 -2.427153 -4.843311 -0.099 0.017 0.069
H 0.948957 -2.984242 -4.679105 0.046 0.014 0.031
H 0.495595 -4.195390 -2.053082 -0.053 -0.019 -0.040
H 0.798608 -5.126967 -3.500244 0.030 0.049 -0.085
H 3.018421 -4.916952 -3.006906 -0.033 0.005 -0.078
H 2.664804 -1.879892 -2.898724 0.093 -0.029 0.064
H 3.195575 -2.798120 -4.314168 -0.026 -0.018 0.000
H 4.220517 -2.774584 -2.906451 -0.030 0.048 0.105
H 3.411458 -3.814883 -0.940322 0.069 -0.076 0.044
H -1.803651 0.852708 -2.878752 -0.021 -0.125 -0.014
H 1.719678 -0.296534 -4.497758 0.215 0.342 -0.087
H -1.399838 0.974512 -6.567790 0.016 -0.219 0.028
H -2.294516 1.895465 -5.382990 0.026 0.017 -0.030
H -1.977356 0.194723 -5.068764 0.055 -0.057 -0.100
H 1.729323 1.917121 -5.352392 -0.011 0.117 0.001
H 0.849154 1.047124 -6.627542 0.052 -0.032 0.040
H 0.506265 2.745262 -6.335843 0.078 0.034 0.030
H -1.280439 2.228724 -1.350293 0.248 0.193 0.275
H 0.472854 1.942642 -1.397716 -0.026 0.067 0.084
H 1.188284 1.202419 0.954094 0.067 0.020 -0.127
H 0.704487 -0.432778 1.304078 0.029 0.115 0.176
H 1.602680 -1.252968 -0.848236 -0.089 0.071 -0.053
H 1.943238 0.390602 -1.374018 -0.145 -0.037 -0.016
H 3.562790 0.631493 0.503876 0.023 -0.037 0.070
H 3.937873 -0.657934 -0.629212 0.022 0.045 0.004
H 2.607833 -2.226129 1.026815 -0.105 0.062 0.085
H 3.117515 -0.988616 2.232603 -0.317 -0.088 -0.021
H 6.149288 -1.820069 2.585180 -0.032 -0.046 -0.025
H 5.227017 -0.337407 2.302283 -0.059 -0.047 0.010
H 6.323711 -0.949967 1.055266 -0.059 0.011 -0.035
H -0.155416 3.074517 1.328964 0.074 0.075 -0.279
C 1.963200 -7.693842 5.212174 0.042 -0.084 -0.037
O 1.649397 -6.425225 4.620001 -0.013 0.005 -0.004
C 1.115934 -5.547375 5.464217 0.009 0.003 -0.011
O 0.883779 -5.727515 6.628462 0.002 -0.001 0.001
O 0.875815 -4.414635 4.791444 0.003 0.039 -0.044
C 0.289744 -3.379304 5.584491 -0.172 0.162 -0.015
H 2.384627 -8.294300 4.412549 -0.004 0.028 -0.024
H 2.690232 -7.571097 6.011751 -0.029 0.017 0.031
H 1.063741 -8.165301 5.601885 -0.003 0.027 0.038
H 0.934979 -3.090187 6.411225 0.053 -0.100 0.000
H -0.677764 -3.692081 5.973142 0.021 -0.041 0.037
H 0.154841 -2.534265 4.913548 0.028 -0.014 -0.022
C -5.020245 8.891116 -3.035456 -0.027 0.098 -0.035
O -3.841860 8.075354 -3.062543 0.017 -0.023 0.007
C -3.971559 6.904015 -2.449139 -0.021 0.043 -0.011
O -4.960819 6.493008 -1.901676 0.003 -0.018 -0.013
O -2.810359 6.249410 -2.545340 0.028 -0.028 -0.015
C -2.813856 4.972479 -1.905328 0.146 -0.073 -0.077
H -4.759607 9.799827 -3.568150 0.035 -0.013 -0.006
H -5.844843 8.387235 -3.535079 -0.008 -0.030 0.034
H -5.298952 9.124763 -2.010259 -0.016 -0.042 0.010
H -3.564003 4.322021 -2.355726 -0.058 0.021 0.049
H -2.997920 5.062456 -0.839972 -0.107 0.063 -0.113
H -1.821814 4.556580 -2.071770 0.020 0.065 -0.041
C 4.159222 6.248769 6.293191 0.074 0.027 0.078
O 3.525134 5.064628 5.786581 -0.009 -0.015 -0.014
C 2.625424 5.288117 4.839802 0.013 0.001 0.020
O 2.311260 6.354376 4.382981 0.002 -0.001 -0.014
O 2.111182 4.107610 4.461797 0.026 -0.037 -0.026
C 1.117479 4.218106 3.448034 0.072 -0.032 0.010
H 4.857614 5.905475 7.049036 -0.011 -0.037 -0.006
H 4.690802 6.765634 5.497398 -0.038 0.014 -0.022
H 3.422329 6.913835 6.737540 -0.020 0.012 -0.040
H 1.541266 4.666605 2.547354 -0.040 0.049 0.003
H 0.274186 4.812131 3.791345 0.025 0.042 -0.009
H 0.790761 3.197210 3.254414 0.026 -0.023 0.096



12
Properties=species:S:1:pos:R:3:forces:R:3 method="wB97M-V/def2-TZVPD" largest_force_ev_per_a=3.73 e_tot_ha=-662.6434 lumo_ev=0.7771 relative_energy_ev=3.359
C -1.944363 -0.791554 -0.078563 -1.224 0.114 0.017
C 0.723949 1.325464 -0.177746 -3.436 -0.760 -1.239
H -2.069741 -1.711069 0.469389 -0.084 -0.368 0.127
H -2.113397 -0.961237 -1.142068 0.186 -0.069 -0.106
H -2.699301 -0.066420 0.261517 0.155 -0.154 -0.016
H 0.907593 2.329979 -0.535800 0.206 0.059 0.076
H 2.453800 1.196849 0.689677 0.579 0.252 0.396
H 1.855569 -1.677864 0.566521 -0.217 -0.376 0.302
N -0.504563 0.906705 -0.405235 2.659 0.513 1.064
N 1.707809 0.590198 0.432186 0.370 0.626 0.409
O -0.662931 -0.344501 0.210095 0.622 0.515 -0.465
S 2.345574 -0.796549 -0.289971 0.185 -0.351 -0.565